The following is a quantum chemistry calculation of a 2-piece molecular cluster, C5H14 overall at a distorted geometry, from the Open Molecules 2025 dataset.

Structure (XYZ):
```
19
Properties=species:S:1:pos:R:3:lowdin_charge:R:1
C -2.303 0.177 0.711 -0.094
C 2.093 -1.283 -0.170 -0.179
C 3.097 -0.958 0.941 -0.169
C -1.434 0.376 -0.578 -0.290
C -1.781 1.709 -1.183 -0.129
H 1.165 -1.620 0.261 0.048
H -3.372 0.269 0.598 0.064
H -1.399 2.633 -0.611 0.100
H -2.872 1.954 -1.205 0.085
H -1.279 1.764 -2.071 0.024
H -1.500 -0.398 -1.234 0.066
H 2.323 -2.199 -0.649 0.045
H -0.414 0.288 -0.368 0.058
H 3.978 -0.558 0.560 0.018
H 2.752 0.004 1.697 0.132
H 3.193 -1.765 1.628 0.039
H -1.902 0.834 1.532 0.095
H 1.934 -0.436 -0.869 0.075
H -2.279 -0.791 1.009 0.013
```

Values from the calculation:
- Relative energy (zero: lowest compared OMol25 entry of this formula, charge and spin): 35.0 kcal/mol
- HOMO-LUMO gap: 0.446 Eh


The following is a quantum chemistry calculation of C17H22Br2N2O2Rh as an isolated structure at a distorted geometry, from the Open Molecules 2025 dataset.

Structure (XYZ):
```
46
Properties=species:S:1:pos:R:3:lowdin_charge:R:1
Rh -1.342 0.502 0.010 1.040
Br 4.723 -2.515 2.338 0.715
Br 3.607 1.334 -1.608 0.725
O 0.713 0.769 -0.736 -0.172
O -1.968 -1.180 -1.036 -0.377
N -1.799 2.087 0.387 -0.189
N -0.205 -0.926 1.195 -0.005
C 1.125 -0.844 0.982 -0.154
C -1.157 3.352 0.607 -0.752
C -0.632 -1.064 -3.055 -0.053
C -2.169 4.363 1.058 -0.089
C 1.523 -2.547 2.669 -0.043
C -1.286 -1.949 -1.964 -0.771
C 3.858 -0.625 0.449 -0.196
C 2.948 0.156 -0.279 -0.609
C 2.053 -1.648 1.712 -0.192
C -0.079 3.151 1.710 -0.054
C 1.554 0.100 -0.073 -0.450
C 0.167 -2.607 2.839 -0.055
C -0.673 -1.777 2.077 -0.121
C 3.424 -1.491 1.406 -0.653
C -0.168 -2.770 -1.313 -0.048
C -0.496 3.795 -0.706 -0.057
C -2.303 -2.892 -2.607 -0.070
H 0.384 4.120 1.955 0.077
H 0.192 3.001 -1.005 0.055
H -1.711 5.336 1.224 0.074
H 0.060 4.729 -0.589 0.076
H -1.752 -1.810 2.166 0.113
H 2.187 -3.175 3.244 0.071
H -3.081 -2.299 -3.095 0.074
H 0.148 -0.458 -2.609 0.048
H -2.949 4.460 0.297 0.077
H -0.264 -3.294 3.555 0.099
H -2.771 -3.497 -1.827 0.071
H -2.625 4.022 1.991 0.074
H 0.596 -2.086 -0.904 0.061
H -1.253 3.934 -1.480 0.076
H 0.312 -3.429 -2.037 0.075
H -1.375 -0.391 -3.479 0.074
H -0.574 -3.379 -0.497 0.079
H -1.838 -3.554 -3.344 0.068
H 4.914 -0.534 0.241 0.087
H 0.695 2.468 1.377 0.057
H -0.195 -1.673 -3.861 0.074
H -0.520 2.734 2.615 0.070
```

Values from the calculation:
- Net charge: -1
- Relative energy (zero: lowest compared OMol25 entry of this formula, charge and spin): 5.7 kcal/mol
- HOMO-LUMO gap: 0.244 Eh


The following is a quantum chemistry calculation of C33H32IN8O2Sn as an isolated structure, from the Open Molecules 2025 dataset.

Structure (XYZ):
```
77
Properties=species:S:1:pos:R:3:lowdin_charge:R:1
I -0.937 0.866 -2.863 1.117
Sn 0.384 -0.226 -0.148 1.192
O 3.499 -1.768 2.788 0.075
O 4.651 -1.222 0.247 0.073
N -4.083 0.103 1.954 0.110
N 1.816 -1.444 -1.830 0.029
N -2.460 1.236 0.964 0.082
N -3.055 0.523 0.026 0.038
N 2.379 -1.301 0.796 0.032
N 0.082 -1.368 2.200 0.019
N -3.103 0.965 2.061 -0.296
N -2.792 1.618 3.244 0.149
C -4.025 -2.886 -3.102 -0.060
C 0.944 2.888 1.378 -0.293
C -3.206 -0.763 -3.847 -0.178
C 1.452 -1.805 -3.063 -0.146
C 2.347 -2.304 -3.989 -0.052
C -3.028 -2.924 -2.094 -0.184
C 0.727 2.927 2.868 -0.073
C -1.138 4.263 0.626 -0.079
C -2.022 -4.092 -0.244 -0.091
C -1.149 -1.328 4.240 -0.076
C 0.140 3.507 0.395 -0.272
C 3.470 -1.342 -0.021 -0.470
C -1.089 -3.036 -0.108 -0.166
C -1.089 -1.914 -0.905 -0.288
C 2.076 2.349 0.739 -0.342
C 0.299 3.923 -2.158 -0.141
C 1.213 -1.260 2.893 -0.195
C -4.123 -1.830 -3.954 -0.099
C -4.022 -0.164 0.648 -0.212
C 1.229 -1.121 4.274 0.000
C 0.762 3.330 -0.853 -0.316
C 4.059 -2.061 -2.348 0.004
C 3.004 2.290 -1.685 -0.067
C -2.085 -1.860 -1.948 -0.265
C -1.074 -1.428 2.861 -0.143
C 3.088 -1.600 -1.470 -0.186
C -2.975 -4.032 -1.211 -0.066
C 2.527 -1.426 2.140 -0.469
C 0.027 -1.140 4.956 -0.059
C 3.682 -2.419 -3.628 -0.057
C -2.232 -0.786 -2.889 -0.618
C 3.300 1.833 1.451 -0.053
C 1.962 2.611 -0.643 -0.324
H 4.413 -2.797 -4.332 0.104
H -1.833 1.943 3.154 0.069
H -3.273 0.074 -4.528 0.077
H -0.230 3.402 3.117 0.050
H 0.749 1.928 3.330 0.052
H 0.002 -1.031 6.033 0.105
H 1.496 3.516 3.384 0.070
H -1.758 3.802 1.400 0.031
H -3.709 -4.824 -1.325 0.101
H -0.775 3.782 -2.326 0.014
H 2.183 -1.023 4.773 0.120
H -1.977 -4.943 0.427 0.096
H -1.962 -1.585 2.256 0.098
H 3.044 1.328 2.390 0.061
H 3.986 2.650 1.714 0.075
H 0.487 5.003 -2.211 0.069
H 3.660 1.479 -1.353 0.056
H -0.343 -3.122 0.678 0.071
H 5.075 -2.133 -1.989 0.117
H -2.106 -1.402 4.741 0.100
H -2.887 0.945 3.993 0.075
H 3.876 1.121 0.857 0.047
H 2.556 1.971 -2.635 0.053
H 3.650 3.148 -1.915 0.069
H -4.670 -0.866 0.150 0.104
H 1.997 -2.593 -4.971 0.103
H 0.402 -1.702 -3.303 0.061
H -4.890 -1.800 -4.719 0.097
H -0.963 5.302 0.934 0.067
H 0.823 3.472 -3.009 0.040
H -4.711 -3.724 -3.180 0.104
H -1.745 4.293 -0.284 0.060
```

Values from the calculation:
- Net charge: -1
- HOMO-LUMO gap: 0.188 Eh